A 8-piece molecular cluster, C48H83ClF3N3O14PS overall, computed with ωB97M-V/def2-TZVPD.

The geometry in XYZ format:
```
154
Properties=species:S:1:pos:R:3:forces:R:3
C -2.93358 -0.00741 1.04555 -0.6 -0.4 0.3
H 2.68312 2.65492 3.60625 -0.4 0.3 0.0
H -8.72786 -3.64278 -3.06011 0.0 0.0 0.0
H 2.99239 9.26887 -0.90275 -0.1 -0.1 -0.1
C 0.37615 -1.00537 -0.68633 1.2 1.0 0.2
C -4.39887 -1.85441 0.21627 0.2 -0.2 -0.1
H -1.94667 -3.04649 0.76999 0.4 0.2 -0.4
H -2.13431 0.25074 -0.86627 -0.1 0.1 -0.1
H -2.01034 -7.01571 -1.99242 -0.2 -0.2 0.0
C -0.09164 -0.53963 1.86576 0.2 -0.2 0.3
C 1.05442 -3.99913 1.22675 -0.3 0.5 0.0
H 0.15040 1.48961 -0.98933 -0.1 -0.2 -0.2
H -7.75186 -2.21756 0.26882 -0.2 -0.1 -0.1
O 4.24109 -5.50420 7.64044 0.0 0.0 -0.1
O 0.23858 -3.72311 4.03644 0.3 -0.1 -0.2
C -2.49372 -6.43292 -1.20937 0.2 0.3 0.2
H -2.06235 -1.35129 -0.30875 0.1 -0.2 -0.1
H 6.38437 6.18317 2.21322 0.1 0.0 0.0
C 1.92215 -0.56194 -0.66660 0.0 -0.3 -0.1
C -0.04367 -1.77768 -3.06512 0.2 -0.4 -0.8
N -0.14723 -0.81421 -2.00606 -0.6 -0.5 0.5
C -6.66831 -0.50459 0.95568 -0.7 -0.1 0.1
H -2.81520 -8.31344 -6.86485 0.0 -0.1 -0.1
C 2.00093 6.80844 0.11475 -0.1 0.1 0.2
H 2.23204 -5.82799 1.69479 0.5 -0.1 -0.3
C -5.43513 0.06715 1.15639 0.0 0.6 0.4
C 6.58228 -5.08586 7.61898 -0.1 -0.2 0.1
H 2.58629 0.05978 2.21875 -0.2 -0.2 -0.1
H -1.45861 -2.88761 2.45402 0.3 0.3 0.0
C 3.89294 2.05564 1.94985 -0.8 -0.2 0.3
C -0.19845 3.81191 0.39694 -1.1 0.3 -0.3
H 1.10718 6.69975 -0.50315 0.1 0.1 -0.2
H -5.38478 1.04290 1.62013 0.2 0.1 0.0
H 2.69669 11.16549 -4.45478 0.1 -0.1 0.1
H 2.31762 1.30148 -1.41980 -0.2 0.1 -0.1
C 1.79435 -4.91702 1.37018 -0.3 -0.3 0.4
H -5.69687 -0.93550 -4.34364 0.0 0.0 0.0
O 3.65483 4.72405 1.72706 0.2 -0.2 1.2
N 0.19720 -2.87401 1.09002 1.1 -1.9 -0.1
H -9.27854 -2.08991 -3.71732 0.0 0.0 -0.2
C -5.63318 -2.42092 0.01801 -0.4 -0.8 0.1
O 4.58773 3.47000 -0.10828 0.1 -0.5 -0.1
C -1.19622 -3.34042 1.49729 -1.1 -0.3 0.8
O -2.91349 -4.10582 -1.50620 0.3 0.0 0.2
F 0.88734 3.75204 -0.39303 0.2 0.0 0.3
H -2.45773 -10.98809 -5.12246 0.1 0.0 -0.1
H 7.03980 -4.43898 8.36886 0.1 0.1 -0.1
C -4.27448 -5.53326 -2.82362 -0.1 0.6 0.0
H 1.85395 -1.36702 -4.01110 0.1 0.1 0.0
C 1.37191 9.71018 -5.30855 0.0 0.0 0.0
C 5.13159 -4.71510 7.43110 0.0 0.0 0.0
H 1.17112 -3.00831 -0.79941 0.3 -0.1 0.2
H 0.48199 10.09265 -3.39401 0.1 0.0 0.1
H 1.88328 2.71001 1.99785 -0.2 0.2 0.3
H 2.33828 0.44508 3.89205 0.1 -0.3 0.1
O -6.42293 -2.71343 -2.74054 0.0 -0.1 -0.2
H 6.27445 10.09950 3.88459 0.0 0.0 0.0
O 0.88554 9.61891 -6.40964 0.0 0.0 0.0
H 2.14035 10.28874 0.27208 0.0 0.0 0.0
C 2.01593 0.70316 2.88493 0.1 0.8 0.4
H 2.88866 6.62653 -0.49420 -0.1 0.0 -0.1
H -5.71395 -3.40427 -0.41575 0.1 -0.1 -0.1
H 4.98146 8.98897 4.37800 -0.1 0.0 -0.1
H 3.28440 0.16106 -1.96564 -0.1 -0.1 -0.2
H -0.63117 -2.68980 -2.90783 -0.1 0.0 0.4
H -7.37496 -0.38953 -4.52383 -0.1 0.0 -0.1
O -1.23221 -4.72128 1.65494 0.0 0.2 -0.4
O 2.06244 8.38213 1.89738 0.0 0.0 0.0
C -3.19960 -5.24943 -1.81585 -0.1 0.0 -0.1
C -2.93037 -8.92230 -4.81413 0.0 0.0 0.0
H -1.74237 -6.08580 -0.50175 0.0 0.0 0.0
H 1.97000 6.07926 0.91412 0.0 0.0 0.0
H -3.21248 -7.06783 -0.68898 0.0 -0.1 -0.2
C -6.78469 -1.76532 0.39984 0.3 0.2 0.0
H 4.63293 1.54909 2.56368 0.2 0.3 0.1
H -0.54691 -3.00989 -0.85428 -0.3 0.2 0.0
H -1.56545 -10.21159 -3.80153 0.0 0.0 0.0
C 2.10331 9.34879 -0.27435 0.0 0.1 0.2
H -3.27272 -4.37806 2.05359 0.0 0.1 -0.2
C 5.61241 9.30538 3.54637 0.3 0.1 0.0
H 6.45475 3.10098 1.42036 0.3 0.2 0.0
H 5.05439 7.23083 1.69267 -0.2 0.0 0.1
C 2.75241 10.28468 -5.09641 0.0 0.0 -0.2
H -5.06339 -6.13138 -2.36569 0.1 -0.2 -0.1
H -2.31239 -5.00228 3.38869 0.0 -0.1 0.1
O -2.74814 0.64871 2.05413 0.3 0.3 -0.3
C -0.40220 -0.10881 0.39435 -0.4 -0.7 -1.4
C -8.53711 -2.88405 -3.81598 0.1 -0.1 0.2
C 1.35531 -2.20201 -3.52730 0.1 0.5 -0.1
H -0.34743 8.86425 -4.36744 0.0 0.0 0.0
H 1.27355 -2.98882 -4.27333 -0.1 -0.2 0.1
H 0.14178 0.29504 3.80674 -0.1 0.0 0.1
H 2.01915 -2.53641 -2.73155 -0.1 -0.2 0.1
H -3.85785 -6.07688 -3.66773 0.0 -0.2 0.1
H 0.95576 1.57993 0.51206 0.1 -0.1 0.2
C -4.28022 -0.60368 0.79315 0.3 0.2 -0.1
H 1.18654 8.46471 -3.57096 0.1 0.1 0.1
H -2.86647 2.59081 0.09535 -0.1 0.2 -0.1
H 0.04942 1.52561 2.63383 -0.2 0.0 -0.3
C 4.83708 -3.30782 6.96518 -0.2 -0.1 0.0
H -4.14473 -9.43789 -6.50152 0.1 0.0 -0.1
H -0.51269 -1.33297 -3.93841 -0.2 0.2 0.0
H 5.05170 6.52890 3.32844 -0.2 0.1 -0.1
C -1.95625 -10.07240 -4.80697 0.0 0.1 0.3
O 7.64593 8.16979 3.06199 0.0 0.0 0.0
O 5.93621 3.78015 1.87963 -0.4 -0.2 0.4
C -3.57790 -8.58228 -6.13272 -0.1 0.2 0.2
H 3.40032 9.53993 -4.63110 0.0 0.1 0.1
H -4.69918 -4.59239 -3.16915 0.0 0.0 0.1
C 0.30178 -2.51238 -0.39178 -0.8 0.3 -0.3
C 5.67967 6.94123 2.53830 0.3 0.1 0.0
C 2.52737 2.14656 2.66174 0.9 -0.6 -0.4
H -2.76419 -6.05292 2.00700 0.2 -0.2 0.0
H 2.20325 -0.14232 0.30124 -0.2 -0.1 0.1
C 0.76863 -1.81608 1.99283 0.1 0.6 -0.4
C -7.14997 -2.32253 -3.62712 0.0 0.0 0.0
H -6.72133 -1.63653 -5.61140 -0.1 0.1 0.0
N 2.30936 0.34195 -1.75347 0.2 0.1 0.5
H -4.25476 -7.74086 -6.00053 0.0 0.0 0.0
H 0.78155 -4.48342 3.77787 -0.2 -0.1 -0.2
H 1.21139 9.33856 -0.90272 0.1 -0.1 -0.1
H -1.01626 -0.84469 2.35237 -0.3 0.3 -0.2
H 2.52372 -1.46324 -0.78098 0.1 -0.1 0.0
H 3.76112 -3.17866 6.87354 0.0 0.0 0.0
P 0.94321 -2.28283 3.82892 -0.1 0.5 1.0
F -0.97956 4.78384 -0.10605 0.2 -0.2 0.1
C 0.47778 0.54754 2.80772 0.5 -0.1 0.2
C -1.88685 -0.33316 0.01243 0.1 0.1 0.8
H 3.17549 10.57196 -6.05597 0.0 0.0 0.0
H -7.57205 0.00477 1.25361 0.0 0.2 0.1
H -0.52775 0.08086 -2.23515 0.2 0.1 -0.1
C -2.46119 -5.06181 2.31263 -0.1 0.2 0.2
H -1.12764 -9.86412 -5.48531 -0.1 -0.1 -0.1
H 4.97985 9.68549 2.74274 -0.2 -0.1 0.1
C 6.43688 8.14191 3.05038 0.0 0.0 0.0
H -8.62544 -3.33742 -4.80426 -0.1 0.1 -0.1
Cl 2.96179 -2.74445 3.89945 -0.2 -0.1 -0.3
C -0.00858 1.33846 0.07473 -0.1 0.3 0.5
C 0.62568 9.25323 -4.07636 -0.2 -0.1 -0.2
C -6.70830 -1.25034 -4.59114 0.2 0.0 0.2
H 5.30104 -3.13316 5.99276 0.1 0.1 0.1
H 7.12106 -4.98083 6.67590 0.1 0.1 0.0
H 6.65090 -6.11826 7.95304 0.0 0.0 0.0
O -3.18317 -8.29905 -3.80505 0.1 -0.1 -0.1
S 4.45663 3.62820 1.31245 0.1 0.2 -1.7
H 5.22063 -2.58406 7.68567 0.1 0.0 -0.1
C 2.05556 8.19723 0.70267 0.0 0.0 0.0
H 1.78330 -1.66270 1.63847 0.0 -0.1 -0.2
H -1.33094 2.40979 1.50188 0.0 -0.3 0.1
O -2.05733 2.53503 -0.42219 0.0 -0.5 0.1
H -3.53358 -2.41904 -0.08034 0.0 -0.1 -0.2
H 3.73693 1.44405 1.06549 0.2 0.1 -0.3
C -0.97326 2.44750 0.47843 0.4 1.2 -0.4
F 0.15829 4.22335 1.62520 0.4 -0.2 0.0
```
Positions in Å, forces in eV/Å.

Its net charge is +1. The value obtained for the LUMO energy is -2.181 eV. The gap between HOMO and LUMO comes out at 8.10 eV.